[1]
Here is a cluster of 5 separate species, C39H60Br3F3N6O2P2S2 in total in a non-equilibrium geometry from the Open Molecules 2025 dataset. Energies are from the ωB97M-V functional and the def2-TZVPD basis.

Computed properties:
LUMO energy ... -0.635 eV
Kohn-Sham gap ... 7.42 eV
Maximum force ... 0.102 Eh/bohr
SMILES ... CCCCN(CCCC[C@@]1(P(C)CC)NC(=O)[C@@H](P(O)Br)[C@H]1CC[C@@](F)(Br)C(F)(F)Br)C(=S)SCCC.c1cc[nH]c1.c1cc[nH]c1.c1cc[nH]c1.c1cc[nH]c1

Each line ends with the Mulliken charge.
Element x y z (Å)
C -2.56163 0.56113 3.20465  -0.0622
C -3.14854 -0.54707 2.19828  -0.2617
C -3.76880 0.09764 0.83561  -0.6080
C -2.69399 0.92833 -0.02084  -0.1241
N -2.32396 0.35606 -1.34707  0.3914
C -2.11810 -1.11550 -1.33767  -0.7110
C -0.83544 -1.47088 -0.43140  -0.1795
C 0.56186 -1.03759 -1.13728  0.8421
C 1.68507 -1.19805 0.02408  -1.0367
C 3.17271 -0.88910 -0.46691  1.1522
P 4.48663 -1.53933 0.79471  -0.2864
C 3.94269 -1.13315 2.58248  -0.6398
C 4.59592 -3.42724 0.73161  -0.5039
C 3.38182 -4.21681 1.42870  -0.7165
N 3.67640 -1.55006 -1.72357  -0.1505
C 4.85570 -0.76888 -2.18674  -0.3911
O 5.92868 -1.26386 -2.61075  -0.5863
C 4.45904 0.81006 -2.02985  0.5123
P 3.61744 1.15709 -3.68426  -0.1928
O 3.54716 -0.38972 -4.48411  -0.4093
Br 1.45641 1.78280 -3.47678  0.1337
C 3.61876 0.67386 -0.67039  -0.4233
C 2.61720 1.83361 -0.20230  0.0050
C 2.76661 2.26760 1.33422  -0.7044
C 1.47462 2.98799 1.94954  -0.1666
F 0.23092 2.58629 1.38085  -0.0518
Br 1.40500 2.43151 3.88842  -0.0426
C 1.63765 4.60809 1.97060  0.7178
F 1.91635 5.12725 0.66810  -0.1934
F 2.73363 4.85803 2.87482  -0.2171
Br 0.06185 5.53784 2.72730  -0.1063
C -3.18034 0.81767 -2.44898  -0.1413
S -4.86081 0.89301 -2.33101  -0.1404
S -2.26024 1.30540 -4.01318  0.0107
C -2.63697 3.07335 -4.42537  -0.2890
C -1.76674 4.14158 -3.58261  -0.4683
C -1.94564 3.90891 -1.99042  -0.3577
H -3.34467 1.39724 3.27820  0.3574
H -2.49222 0.08600 4.25668  -0.0607
H -1.56187 1.01151 2.88379  -0.3074
H -2.41992 -1.40202 1.98110  0.0046
H -4.03903 -1.03598 2.75327  0.4264
H -4.54469 0.86895 1.21548  0.3076
H -4.37334 -0.66744 0.24001  0.3953
H -3.16304 1.96263 -0.23349  0.2865
H -1.74133 1.14669 0.59206  -0.5368
H -1.81364 -1.40600 -2.41767  0.3415
H -3.03949 -1.74439 -1.09785  0.3574
H -0.78272 -2.60222 -0.28487  0.3549
H -0.83539 -0.97047 0.59222  -0.2944
H 0.80099 -1.65644 -2.06462  -0.1104
H 0.41847 0.04679 -1.45947  -0.4718
H 1.37591 -0.62439 0.95897  -0.0700
H 1.66182 -2.31978 0.30308  0.2713
H 3.87841 -2.08153 3.24262  0.3919
H 4.78712 -0.50506 3.03166  0.3709
H 2.91585 -0.64105 2.63995  -0.0667
H 5.55527 -3.72483 1.30274  0.4132
H 4.78184 -3.76973 -0.35435  0.3325
H 2.68013 -4.57797 0.59379  0.2239
H 3.71779 -5.15286 2.00801  0.2862
H 2.75190 -3.59656 2.14773  0.0788
H 2.90284 -1.66608 -2.39383  0.1907
H 5.29664 1.53895 -1.78016  0.5271
H 3.52923 -0.13713 -5.43285  0.3124
H 4.45076 0.74954 0.13741  0.3686
H 1.52404 1.60547 -0.49902  -0.5237
H 2.89100 2.76967 -0.82605  0.4901
H 3.07671 1.42192 2.02983  0.0898
H 3.61910 3.04852 1.37796  0.4148
H -3.74410 3.33279 -4.34522  0.3926
H -2.35467 3.22119 -5.53603  -0.0276
H -2.18468 5.18633 -3.85391  0.3310
H -0.65360 4.14526 -3.88403  0.1823
H -1.57220 4.83473 -1.42510  0.4063
H -1.26490 3.01826 -1.70501  -0.1883
H -3.04442 3.67384 -1.77706  0.1400
C 0.50417 -4.00923 -4.16641  -0.2583
C 0.19484 -5.31317 -3.70580  -0.5152
C 1.38407 -5.97863 -3.53268  -0.5915
N 2.39918 -5.12611 -3.87612  0.0188
C 1.87225 -3.92207 -4.25847  -0.6941
H -0.19604 -3.22128 -4.40321  0.5186
H -0.78858 -5.71963 -3.52080  0.4058
H 1.59476 -6.98268 -3.19690  0.4076
H 3.38089 -5.34971 -3.85056  0.2239
H 2.51458 -3.10910 -4.56384  0.4982
C -0.36272 -3.22214 5.96607  -0.4323
C 0.17803 -2.41527 6.99751  -0.7927
C 0.48844 -1.19623 6.44397  -0.4836
N 0.15919 -1.23996 5.11602  0.5972
C -0.36520 -2.46935 4.81738  -0.6109
H -0.71250 -4.23998 6.05447  0.4323
H 0.32356 -2.69478 8.03099  0.5059
H 0.91503 -0.30492 6.87937  0.4110
H 0.28271 -0.48434 4.46006  -0.0260
H -0.69275 -2.70211 3.81525  0.3854
C -3.15787 3.29423 -8.51664  -0.3984
C -1.76119 3.11467 -8.67633  -0.3839
C -1.27748 4.22458 -9.32481  -0.5576
N -2.33124 5.06507 -9.56641  0.0217
C -3.48049 4.50810 -9.07222  -0.5398
H -3.85011 2.61144 -8.04612  0.4522
H -1.17473 2.26745 -8.35211  0.4385
H -0.27766 4.48748 -9.63538  0.3837
H -2.27029 5.95471 -10.03398  0.1965
H -4.42597 5.02146 -9.15971  0.3918
C -4.77477 -0.49802 8.81336  -0.6424
C -4.26608 -0.86038 10.08481  -0.4124
C -2.92297 -1.10565 9.93312  -0.5413
N -2.60341 -0.90918 8.61650  0.1182
C -3.72504 -0.53346 7.92782  -0.1304
H -5.79523 -0.23878 8.57259  0.3786
H -4.82063 -0.93316 11.00880  0.3844
H -2.16952 -1.40347 10.64657  0.3475
H -1.68400 -1.02297 8.21603  0.2399
H -3.68014 -0.32570 6.86940  0.2615

[2]
Here is a structure of composition C39H60N7O2PS2Ti in a non-equilibrium geometry from the Open Molecules 2025 dataset. Energies are from the ωB97M-V functional and the def2-TZVPD basis.

Computed properties:
LUMO energy ... 4.049 eV
Kohn-Sham gap ... 3.79 eV
Total charge ... -2
Maximum force ... 0.024 Eh/bohr
Relative energy (zero: lowest compared OMol25 entry of this formula, charge and spin) ... 33.2 kcal/mol

Each line ends with the Mulliken charge.
Element x y z (Å)
Ti -0.61421 -0.24638 -0.01805  -0.6444
N -0.18456 -4.23248 -1.81522  -0.4873
C -0.60289 -3.14829 -1.01031  0.2632
S -1.32407 -1.78524 -1.84542  -0.6394
N -0.40094 -3.23314 0.25242  -0.7914
N -0.72541 -2.06151 0.92981  1.4376
C -1.44214 -2.22162 2.10988  -0.9314
C -1.39300 -3.44169 2.90639  0.4556
C -0.20567 -4.18886 3.01190  -0.3617
C -0.14141 -5.33774 3.77993  -0.6451
C -1.25635 -5.79566 4.47777  -0.3902
C -2.44222 -5.07869 4.37585  -0.7739
C -2.51187 -3.93257 3.59762  -0.1959
C -2.24468 -1.13220 2.37516  0.0753
C -2.88611 -0.85350 3.63625  -0.8464
C -3.66532 0.24129 3.78562  -0.5122
C -3.82815 1.13783 2.68082  -1.1639
C -3.09007 0.90432 1.55848  -0.2197
N -2.27107 -0.15726 1.36177  0.2048
H -0.78116 -4.33655 -2.62372  0.2640
H -0.14877 -5.07870 -1.25990  0.2494
H 0.66474 -3.84466 2.47094  0.3854
H 0.79532 -5.88250 3.83921  0.3531
H -1.20348 -6.69741 5.07750  0.3481
H -3.33229 -5.42320 4.89276  0.3551
H -3.45525 -3.41111 3.49759  0.5579
H -2.69298 -1.52427 4.46323  0.6429
H -4.13311 0.45905 4.74099  0.3417
H -4.45291 2.01874 2.74315  0.4051
H -3.14067 1.59513 0.72766  0.6346
C 1.69848 6.34767 5.42822  -1.1993
C 1.56370 5.89169 3.97922  -0.5547
C 0.17328 5.36930 3.62639  -0.6656
C -0.25681 4.11118 4.37006  -0.7975
N 0.65028 3.00321 4.06636  0.2307
C 0.39412 1.74018 4.56749  -1.0535
S 0.39261 0.42025 3.60626  0.2039
N 0.06611 1.70286 5.91612  0.0048
C 0.92524 2.30305 6.93458  -0.1283
C 2.10855 1.42754 7.35441  -0.8641
C 3.21522 1.26811 6.31311  -0.0006
C 3.88519 2.58338 5.93283  -1.0092
H 2.64263 6.86980 5.59546  0.4070
H 1.66839 5.50666 6.12180  0.1584
H 0.88635 7.02769 5.70116  0.3292
H 2.30315 5.11645 3.76803  0.1916
H 1.79825 6.72719 3.31393  0.4560
H 0.12119 5.17048 2.55189  0.0313
H -0.56911 6.14917 3.82871  0.6679
H -1.27777 3.84998 4.06646  0.3113
H -0.28276 4.28091 5.44702  0.7033
H 0.83327 2.92176 3.07181  0.4764
H -0.22192 0.76188 6.15215  0.4036
H 0.30630 2.50404 7.81423  0.3273
H 1.27389 3.26722 6.57021  -0.3531
H 1.72132 0.43885 7.62206  0.3249
H 2.53410 1.85389 8.27257  0.4046
H 2.81385 0.78599 5.42003  0.0483
H 3.96558 0.58254 6.71838  0.3775
H 3.21135 3.21197 5.35197  0.0687
H 4.77070 2.40732 5.32032  0.3877
H 4.19634 3.14461 6.82094  0.3168
C 3.13844 -2.08496 -0.27118  -1.1176
O 1.93554 -1.39156 -0.54690  0.5781
C 1.54735 -0.35021 0.33359  0.4309
O 2.38812 0.10616 1.07355  -0.7162
H 3.61723 -1.68852 0.62469  0.3487
H 3.82767 -1.98722 -1.11627  0.1658
H 2.89483 -3.14162 -0.13451  0.2499
N -0.80560 1.48047 -0.47255  0.4743
C -1.19562 2.75800 -0.28866  -1.1345
C -0.98919 3.42311 0.95182  0.9446
C -1.41593 4.72032 1.15971  -0.4200
C -2.04138 5.45054 0.14911  -1.1102
C -2.23806 4.82934 -1.08001  -0.6437
C -1.82964 3.52411 -1.29899  -0.0610
H -0.53465 2.84370 1.74954  -0.1592
H -1.27971 5.17368 2.13758  0.3971
H -2.37461 6.46731 0.32097  0.3587
H -2.72707 5.36978 -1.88539  0.3628
H -2.01062 3.05455 -2.25772  0.3853
C 2.74746 -2.04067 -3.86543  -1.3233
C 1.92503 -0.95387 -4.55760  0.3033
C 0.73629 -1.60170 -5.26807  -1.5859
P 1.36386 0.30099 -3.28787  1.1155
C 3.01662 1.03883 -2.82666  0.8028
C 3.95535 1.47172 -3.95063  -1.6950
C 2.86557 2.13221 -1.76021  -1.5178
C 0.52602 1.53800 -4.41918  0.6632
C 0.69417 2.98786 -3.97028  -1.7694
C -0.97097 1.19827 -4.40125  -1.2660
H 3.03571 -2.81455 -4.58525  0.5170
H 2.16021 -2.51268 -3.07324  0.0739
H 3.66145 -1.64786 -3.41672  0.2147
H 2.54239 -0.45131 -5.31350  0.4283
H 0.00763 -1.97136 -4.54164  0.2064
H 1.08085 -2.44835 -5.87191  0.4712
H 0.23030 -0.90372 -5.93660  0.3606
H 3.47190 0.18598 -2.31037  -0.0333
H 3.47959 2.19936 -4.61367  0.1869
H 4.27867 0.62857 -4.56466  0.3523
H 4.85460 1.94297 -3.53849  0.4973
H 2.69503 3.11047 -2.21292  0.3746
H 3.77741 2.19774 -1.16008  0.4255
H 2.03672 1.92556 -1.08096  0.0556
H 0.91908 1.43035 -5.44010  0.5148
H 0.43092 3.10210 -2.91681  0.1715
H 0.02238 3.63456 -4.54511  0.5165
H 1.71139 3.35471 -4.10961  0.3042
H -1.34615 1.27255 -3.37774  -0.0807
H -1.18265 0.18443 -4.73616  0.3050
H -1.52965 1.89707 -5.03477  0.5000